1.
This record from OMol25 describes a structure of composition C2H4N4O. The level of theory is ωB97M-V/def2-TZVPD.

Output
electronic energy	-372.796377	Eh
highest occupied orbital energy	-10.3	eV
energy above the lowest of the compared OMol25 structures with the same formula, charge and spin	2.829	eV
frontier orbital gap	10.2339	eV

Atoms and positions in Å:
O (0.877, 0.536, -0.600)
N (-1.292, 0.216, -1.186)
N (0.456, -1.305, -1.877)
N (-1.320, 0.433, 0.033)
N (0.301, 0.813, 1.772)
C (0.103, -0.180, -1.451)
C (0.064, 0.194, 0.556)
H (-0.356, -1.813, -2.219)
H (-0.172, 1.694, 1.919)
H (0.201, -0.912, 0.577)
H (1.277, 0.828, 2.031)

---

2.
This record from OMol25 describes the molecule C6H7B. The level of theory is ωB97M-V/def2-TZVPD.

Output
electronic energy	-257.397370	Eh
highest occupied orbital energy (spin up / spin down)	-6.3 / -9.4	eV
energy above the lowest of the compared OMol25 structures with the same formula, charge and spin	3.066	eV
multiplicity	3
frontier orbital gap (spin up / spin down)	7.2329 / 7.0165	eV

Atoms and positions in Å:
C (-1.213, -1.310, 0.277)
C (0.946, -0.271, 0.079)
C (-2.310, 1.031, -0.182)
C (2.351, 0.228, -0.040)
C (-1.733, -0.118, 0.166)
C (0.167, -1.342, -0.129)
B (1.154, 1.120, 0.493)
H (-2.416, 1.918, 0.441)
H (0.838, 2.270, 0.789)
H (0.467, -2.321, -0.378)
H (3.291, -0.188, 0.371)
H (-1.654, -2.280, 0.417)
H (2.749, 0.324, -1.136)
H (-2.636, 0.938, -1.166)

---

3.
This record from OMol25 describes a structure of composition C15H27N3NiO3. The level of theory is ωB97M-V/def2-TZVPD.

Output
electronic energy	-2485.097858	Eh
highest occupied orbital energy (spin up / spin down)	-13.5 / -13.3	eV
energy above the lowest of the compared OMol25 structures with the same formula, charge and spin	8.588	eV
multiplicity	3
frontier orbital gap (spin up / spin down)	5.2600 / 5.0160	eV
charge	+2

Atoms and positions in Å:
Ni (-1.164, -0.468, 2.526)
O (-2.713, -1.160, 1.392)
O (-4.005, -0.947, -0.473)
O (-0.159, -0.594, 0.981)
N (-0.805, 1.530, 3.060)
N (-1.546, -0.889, 4.376)
N (-1.878, -0.213, -0.485)
C (-1.921, 1.408, 5.300)
C (-0.201, 1.661, 0.057)
C (-2.883, -0.827, 0.231)
C (4.375, -0.120, -4.573)
C (2.831, -2.541, -4.591)
C (3.281, -0.386, -3.546)
C (1.778, -2.218, -2.406)
C (3.420, 0.973, -3.098)
C (-0.805, 0.278, 0.245)
C (-2.558, 0.067, 4.947)
C (0.954, 1.750, 0.976)
C (-3.771, -0.293, -1.806)
C (2.635, -1.619, -3.326)
C (-2.278, -0.012, -1.940)
C (-0.688, 1.827, 4.501)
H (1.892, 2.324, 0.593)
H (2.753, 1.816, -3.351)
H (0.979, -2.797, -2.954)
H (-4.341, 0.652, -1.815)
H (3.863, -0.156, -5.531)
H (-0.728, -0.891, 4.981)
H (-2.683, 2.194, 5.219)
H (4.825, 0.894, -4.457)
H (2.584, -1.964, -5.515)
H (0.204, 1.314, 4.872)
H (5.127, -0.856, -4.304)
H (-2.004, 1.002, -2.257)
H (-1.632, 1.384, 6.359)
H (3.889, -2.849, -4.504)
H (-1.831, -0.790, -2.585)
H (-1.576, 2.041, 2.642)
H (-4.171, -1.028, -2.520)
H (-3.321, 0.196, 4.177)
H (0.042, 1.808, 2.497)
H (0.033, 1.917, -1.016)
H (2.191, -3.425, -4.492)
H (-3.054, -0.356, 5.832)
H (-1.916, -1.837, 4.438)
H (4.167, 1.185, -2.306)
H (1.315, 0.751, 0.371)
H (-0.519, 2.905, 4.626)
H (2.014, -2.636, -1.350)

---

4.
This record from OMol25 describes a structure of composition C25H29MnN5O2S4. The level of theory is ωB97M-V/def2-TZVPD.

Output
electronic energy	-4138.142442	Eh
highest occupied orbital energy (spin up / spin down)	-6.4 / -7.5	eV
multiplicity	6
frontier orbital gap (spin up / spin down)	6.8372 / 7.9306	eV

Atoms and positions in Å:
Mn (-0.144, -0.023, 0.178)
S (0.460, -0.617, -2.441)
S (-3.078, 1.906, -2.476)
S (-1.913, 5.601, 0.490)
S (-4.532, 3.186, 0.569)
O (0.085, -0.236, 2.525)
O (-0.859, 1.799, -0.204)
N (6.272, 0.285, 0.010)
N (-0.627, -1.500, 4.231)
N (2.114, 0.175, 0.339)
N (0.829, 2.014, -2.434)
N (2.391, 0.786, -3.585)
C (-2.931, 2.775, -3.937)
C (3.219, 1.931, -3.924)
C (-3.035, 2.341, 0.637)
C (1.270, 0.831, -2.838)
C (2.798, 1.303, 0.531)
C (-0.784, 6.203, 1.626)
C (-0.835, -2.389, 1.960)
C (-0.429, -1.287, 2.913)
C (2.970, 3.050, -2.923)
C (1.471, 3.263, -2.791)
C (-3.106, 1.297, 1.505)
C (-5.252, 2.135, 1.710)
C (-0.196, 3.979, 1.424)
C (4.908, 0.242, 0.151)
C (-1.238, 4.020, 0.547)
C (-4.382, 1.174, 2.121)
C (-2.212, 3.103, -1.598)
C (-2.242, 3.936, -3.768)
C (-1.813, 2.790, -0.158)
C (4.172, 1.391, 0.452)
C (2.821, -0.925, 0.054)
C (0.073, 5.231, 2.039)
C (-1.252, -1.830, 0.602)
C (-1.823, 4.120, -2.422)
C (4.195, -0.945, -0.045)
H (1.061, 3.632, -3.738)
H (-1.247, 4.969, -2.089)
H (-0.809, 7.238, 1.917)
H (0.316, 3.057, 1.642)
H (2.632, -0.128, -3.928)
H (6.760, 1.073, 0.401)
H (-2.271, 0.644, 1.712)
H (6.775, -0.585, 0.045)
H (3.386, 2.772, -1.953)
H (-2.042, 4.637, -4.565)
H (0.859, 5.396, 2.761)
H (-1.171, -2.608, -0.162)
H (-6.279, 2.274, 2.001)
H (2.247, -1.829, -0.117)
H (0.067, -3.005, 1.853)
H (4.664, 2.339, 0.619)
H (-2.314, -1.551, 0.638)
H (2.211, 2.185, 0.754)
H (4.706, -1.867, -0.285)
H (1.225, 3.993, -2.019)
H (-3.368, 2.390, -4.842)
H (2.999, 2.275, -4.940)
H (0.081, 2.011, -1.719)
H (4.263, 1.614, -3.898)
H (-1.574, -3.029, 2.466)
H (-1.074, -2.338, 4.554)
H (-4.637, 0.402, 2.832)
H (-0.364, -0.785, 4.888)
H (3.462, 3.963, -3.257)

---

5.
This record from OMol25 describes the molecule C4H5N3O. The level of theory is ωB97M-V/def2-TZVPD.

Output
electronic energy	-394.862352	Eh
highest occupied orbital energy	-9.5	eV
structure (SMILES)	[H]/N=C(/N)c1ccno1
energy above the lowest of the compared OMol25 structures with the same formula, charge and spin	2.863	eV
frontier orbital gap	9.7523	eV

Atoms and positions in Å:
O (0.772, -1.065, -0.059)
N (2.100, -0.804, -0.143)
N (-2.141, -1.072, 0.062)
N (-2.002, 1.187, -0.226)
C (2.166, 0.477, -0.003)
C (-1.402, 0.087, -0.019)
C (0.021, 0.118, 0.056)
C (0.938, 1.108, 0.199)
H (-1.629, -1.826, 0.499)
H (-3.026, -0.742, 0.318)
H (3.102, 1.072, 0.022)
H (-1.375, 2.010, -0.200)
H (0.711, 2.086, 0.581)

---

6.
This record from OMol25 describes the molecule C7H10N6O. The level of theory is ωB97M-V/def2-TZVPD.

Output
electronic energy	-676.483410	Eh
highest occupied orbital energy	-7.9	eV
structure (SMILES)	Nc1nc(N)c2c(n1)NCCN2C=O
energy above the lowest of the compared OMol25 structures with the same formula, charge and spin	0.000	eV
frontier orbital gap	8.6398	eV

Atoms and positions in Å:
O (1.606, -3.335, 0.990)
N (-0.619, 1.784, 1.626)
N (-1.321, 1.575, -0.663)
N (0.868, 0.642, 2.442)
N (-1.979, 3.186, 0.508)
N (0.845, -1.384, 0.226)
N (-0.640, -0.071, -2.030)
C (0.087, 0.699, 1.398)
C (-1.183, 2.156, 0.489)
C (0.026, -0.168, 0.307)
C (-0.718, 0.405, -0.734)
C (1.062, -2.303, 1.270)
C (-0.055, -1.457, -2.211)
C (1.189, -1.528, -1.234)
H (2.061, -0.851, -1.565)
H (-2.494, 3.294, 1.368)
H (1.857, 0.312, 2.200)
H (0.360, -1.513, -3.213)
H (0.704, -2.083, 2.259)
H (-2.614, 3.025, -0.316)
H (-0.818, -2.140, -2.178)
H (1.758, -2.438, -1.337)
H (0.737, 1.486, 3.087)
H (-0.718, 0.707, -2.690)

---

7.
This record from OMol25 describes a structure of composition CH8B2Na6O3. The level of theory is ωB97M-V/def2-TZVPD.

Output
electronic energy	-1291.099135	Eh
highest occupied orbital energy (spin up / spin down)	-19.3 / -19.3	eV
multiplicity	2
frontier orbital gap (spin up / spin down)	7.5469 / 3.6625	eV
charge	+3

Atoms and positions in Å:
Na (-1.788, 2.509, -0.141)
Na (2.136, 0.474, 2.012)
Na (-2.245, -1.229, 2.936)
Na (-4.105, 0.350, 0.744)
Na (0.336, -2.446, 0.942)
Na (0.519, -0.288, -1.145)
O (-1.871, 0.860, 1.641)
O (0.052, 1.294, 0.771)
O (-0.087, -0.267, 2.207)
C (-0.681, 0.650, 1.571)
B (-0.994, 1.179, -2.434)
B (2.561, -1.565, 0.104)
H (-1.165, 0.959, -1.392)
H (-1.852, 1.580, -2.952)
H (2.170, -1.744, 1.094)
H (3.416, -2.193, -0.094)
H (-0.616, 0.280, -2.894)
H (-0.234, 1.944, -2.470)
H (2.674, -0.493, 0.072)
H (1.770, -1.853, -0.571)

---

8.
This record from OMol25 describes a cluster of 2 separate species, C4H5P in total. The level of theory is ωB97M-V/def2-TZVPD.

Output
electronic energy	-496.531490	Eh
highest occupied orbital energy	-8.5	eV
structure (SMILES)	C1=[PH]=C1.C#C
energy above the lowest of the compared OMol25 structures with the same formula, charge and spin	4.604	eV
frontier orbital gap	9.6663	eV

Atoms and positions in Å:
P (-0.710, 0.804, 1.676)
C (0.517, -1.801, -0.137)
C (0.445, 0.775, 0.232)
C (-0.753, 0.711, -0.214)
C (0.496, -1.166, -1.186)
H (-0.977, 2.118, 1.561)
H (0.334, -2.371, 0.748)
H (0.627, -0.476, -1.899)
H (1.537, 0.767, 0.201)
H (-1.516, 0.638, -0.981)

---

Q: What is the formula in the third record?
A: C15H27N3NiO3